Record 1
C31H62F3IN2O9Si | ωB97M-V with the def2-TZVPD basis set

Last column: Mulliken charge in e.
Cartesian coordinates (Å):
C 3.690572 -2.205964 2.511657  -1.1880
C 2.551580 -1.781519 1.534018  1.6091
C 2.681186 -2.585141 0.228438  -1.6014
C 2.642417 -0.270351 1.256701  -1.6661
C 1.363651 0.406401 0.703107  1.3456
C 1.725984 1.819674 0.223823  -1.7740
C 0.389592 0.436736 1.882145  -0.9889
O -0.987747 0.676710 1.489730  0.1453
C -1.911099 -0.154057 1.990106  -1.9473
I -1.852785 -0.283301 4.251920  0.0289
O -1.755001 -1.523829 1.577317  -0.1165
C -2.985209 -2.110666 1.738433  0.4264
O -3.194955 -3.267454 1.590374  -0.5501
O -3.906000 -1.157640 2.053475  -0.2295
C -3.369988 0.074286 1.539428  2.8736
C -3.331904 0.095096 -0.011949  -1.5283
C -4.412082 -0.708009 -0.757479  -0.9472
O -5.709484 -0.644049 -0.184568  -0.0516
Si -6.768082 -1.856441 -0.669207  0.5760
C -8.094381 -1.967309 0.638169  -1.0496
C -5.951614 -3.531652 -0.780238  -1.1304
C -7.614582 -1.448014 -2.300639  -1.2142
C -3.958793 1.376375 2.100860  -1.0024
C -4.944555 1.246871 3.293659  -0.6265
C -6.264712 1.860310 2.962794  0.1404
F -6.250914 3.226799 2.894137  -0.3475
C -7.395702 1.231755 2.634920  0.2625
F -8.310119 1.682898 1.790830  -0.2459
F -7.736454 0.048388 3.132883  -0.2286
H 4.223770 -1.330839 2.901831  0.3277
H 3.265788 -2.709318 3.386718  0.3633
H 4.398900 -2.882129 2.026687  -0.0116
H 1.608759 -2.072583 2.006935  -0.0377
H 3.551064 -2.263353 -0.350482  0.0957
H 1.761900 -2.513932 -0.364421  0.3280
H 2.824942 -3.645248 0.466706  0.5007
H 2.940651 0.277972 2.162258  0.4525
H 3.441750 -0.122142 0.520082  0.3879
H 0.881515 -0.176121 -0.091172  0.1900
H 1.851074 2.501921 1.072666  0.3068
H 2.685267 1.749664 -0.302341  0.4673
H 1.016523 2.241489 -0.492899  0.2746
H 0.456028 -0.526144 2.384405  0.3172
H 0.693173 1.190370 2.621104  0.4375
H -3.354253 1.132013 -0.356064  0.9188
H -2.390924 -0.334137 -0.370969  0.1003
H -4.060253 -1.742808 -0.846721  0.4770
H -4.444712 -0.284859 -1.774381  0.3681
H -8.598214 -1.010208 0.799035  0.2865
H -8.806893 -2.758277 0.386038  0.3678
H -7.605481 -2.242501 1.582776  0.2392
H -5.252560 -3.546886 -1.630202  0.3244
H -5.345545 -3.768856 0.102940  0.2834
H -6.687050 -4.317608 -0.975054  0.4218
H -7.198547 -0.582078 -2.822704  0.3092
H -7.574236 -2.325421 -2.959362  0.3518
H -8.678043 -1.266363 -2.103496  0.3295
H -3.108512 1.976956 2.444389  0.3069
H -4.435401 1.958579 1.306484  0.5691
H -5.057682 0.222400 3.651682  0.5331
H -4.516002 1.817617 4.127057  0.3851
C -3.805634 5.552543 -0.710170  -0.6667
O -3.209376 6.478845 -1.595520  -0.3487
C -2.924650 7.751481 -1.024874  -0.7976
C -1.433495 7.964762 -0.878624  -0.1911
N -0.851545 7.120099 0.158674  -0.2743
C 0.614901 7.076396 0.144165  -0.7463
C 1.307215 6.512425 -1.095906  -0.4698
O 1.175316 5.112863 -1.271604  -0.3661
C -0.049953 4.682346 -1.834751  -0.5612
H -4.151922 4.710891 -1.308476  0.2070
H -3.099270 5.176652 0.039433  0.2345
H -4.664942 5.992815 -0.194711  0.4050
H -3.441350 7.880000 -0.068907  0.3991
H -3.310044 8.503290 -1.719145  0.3908
H -1.246204 9.010601 -0.615910  0.3795
H -0.992512 7.784291 -1.865936  0.1720
H -1.202460 6.177363 0.061982  0.0276
H 0.942015 6.479045 0.998725  0.3526
H 0.978023 8.095418 0.311726  0.4196
H 2.381584 6.676787 -0.980761  0.3420
H 1.010353 7.044068 -2.006174  0.3528
H -0.450767 5.407235 -2.547201  0.3544
H -0.793909 4.485758 -1.056602  0.0752
H 0.132203 3.742757 -2.357273  0.3405
C 8.081150 -7.646685 -1.811519  -0.7039
O 8.891051 -6.575948 -1.371384  -0.3375
C 9.339181 -5.703501 -2.400648  -0.8069
C 8.669242 -4.349066 -2.311433  -0.1599
N 7.255716 -4.430942 -2.654080  -0.3140
C 6.479096 -3.233451 -2.352889  -0.8230
C 6.387910 -2.766951 -0.903741  -0.4425
O 5.643389 -3.621113 -0.056083  -0.3036
C 6.349657 -4.731914 0.465084  -0.7192
H 7.975917 -8.336637 -0.975938  0.2364
H 7.081447 -7.316215 -2.114934  0.2914
H 8.544258 -8.178018 -2.648289  0.3399
H 9.185332 -6.152381 -3.386587  0.4064
H 10.414492 -5.565364 -2.257975  0.3943
H 9.162032 -3.664080 -3.008303  0.3633
H 8.834318 -3.969344 -1.293953  0.1668
H 6.845317 -5.215329 -2.164503  0.0923
H 5.459141 -3.414909 -2.701383  0.4002
H 6.875342 -2.407570 -2.953324  0.4172
H 5.847521 -1.815490 -0.908980  0.2550
H 7.371625 -2.560116 -0.464952  0.3927
H 7.404077 -4.499760 0.635705  0.3539
H 6.273242 -5.606781 -0.186292  0.1416
H 5.890359 -4.991231 1.419876  0.3823

Cartesian forces (eV/Å) of the 6 atoms listed first:
-0.37 0.17 0.14
0.91 -0.25 0.02
-0.48 -0.14 0.32
-0.50 -0.17 -0.36
-0.15 0.40 0.69
0.16 -0.34 -0.42

## Properties
SMILES string: CC(C)C[C@H](C)CO[C@]1(I)OC(=O)O[C@@]1(CCO[Si](C)(C)C)CCC(F)=C(F)F.COCCNCCOC.COCCNCCOC
ΔE to the lowest compared entry with this formula, charge and spin, kJ/mol: 0.0
HOMO level, eV: -8.8
E_tot, a.u.: -2891.7560
E_LUMO, eV: 0.1

***

Record 2
C31H63BaGeN4OP3S | ωB97M-V with the def2-TZVPD basis set

Last column: Mulliken charge in e.
Cartesian coordinates (Å):
Ba 0.627872 0.122683 0.261166  1.6975
S -2.685976 -0.073053 -0.054873  -0.3981
C -2.485520 -0.697507 1.605661  0.1351
C -3.577301 -1.149838 2.335570  -0.4953
C -3.359959 -1.666270 3.600433  -0.4195
C -2.063623 -1.728335 4.097110  -0.8396
C -1.037112 -1.260417 3.300901  -0.3891
N -1.241533 -0.745593 2.081336  0.2765
H -4.567933 -1.101021 1.906550  0.5187
H -4.192679 -2.026978 4.189168  0.4348
H -1.857372 -2.136264 5.075710  0.4409
H -0.006200 -1.293373 3.635828  0.3938
C 3.067935 3.684635 -0.789443  -1.2732
P 1.723816 2.780629 -1.645867  0.8711
C 1.066684 4.053715 -2.778811  -1.4858
C 2.746249 1.725651 -2.761476  0.2954
C 1.979706 0.942951 -3.828149  -1.3686
P 0.670161 -0.200057 -3.179052  0.4458
C 0.795198 -1.598296 -4.347940  -1.3976
C -0.866421 0.619386 -3.751513  -0.9251
H 3.755455 4.137291 -1.505560  0.5600
H 3.620360 2.990610 -0.151272  0.0268
H 2.648155 4.468920 -0.157542  0.3824
H 1.871130 4.489726 -3.373674  0.4195
H 0.586773 4.842996 -2.199528  0.3842
H 0.319750 3.626902 -3.447686  0.3754
H 3.282488 1.026089 -2.110363  -0.8160
H 3.504351 2.356198 -3.236919  0.6085
H 2.692466 0.327501 -4.382530  0.5676
H 1.526268 1.617094 -4.558556  0.5067
H 0.773178 -1.247009 -5.380440  0.3810
H -0.035320 -2.285829 -4.188311  0.4064
H 1.724229 -2.140682 -4.173734  0.3937
H -0.829711 0.826361 -4.821873  0.5260
H -1.011080 1.556887 -3.211025  -0.1443
H -1.722326 -0.024431 -3.543924  0.4405
C -5.545489 4.694936 0.240541  -0.7983
C -5.206733 4.835443 -1.237782  -0.5675
C -3.902870 4.164923 -1.651039  -0.6023
C -3.862453 2.652891 -1.396118  -0.1023
Ge -3.381730 2.072069 0.401680  0.2102
C -1.796365 2.939747 1.142601  0.5850
C -2.051710 4.303306 1.786358  -1.0221
C -0.798403 4.940084 2.387683  -0.5582
C 0.265152 5.275922 1.347273  -1.0140
H -6.394086 5.325033 0.502767  0.4412
H -4.705754 4.999111 0.875055  0.0993
H -5.823287 3.670813 0.498948  0.1668
H -5.141797 5.893786 -1.496833  0.3541
H -6.022867 4.422159 -1.836835  0.3195
H -3.060407 4.656717 -1.151655  0.1501
H -3.758499 4.332473 -2.721113  0.4131
H -3.091981 2.194202 -2.025274  -0.0523
H -4.809972 2.181600 -1.667672  0.4097
H -4.469717 1.875870 1.459353  0.0158
H -1.074712 3.028358 0.321983  -0.3783
H -1.383387 2.251909 1.893571  0.3616
H -2.808162 4.195762 2.568534  0.4842
H -2.472208 4.987826 1.040953  0.2099
H -0.384096 4.270316 3.149420  0.2753
H -1.087496 5.854685 2.908484  0.4066
H 0.634717 4.377068 0.840945  -0.1240
H 1.119944 5.774180 1.804537  0.4421
H -0.136621 5.948515 0.587292  0.4614
O 2.589392 -0.900705 1.336867  -1.3751
P 3.901814 -0.307459 1.801721  -0.2410
N 3.591915 1.188557 2.464607  0.7876
C 4.632434 1.950768 3.175770  -0.5968
C 3.987627 3.314984 3.365555  -1.0002
C 2.501687 2.994168 3.586303  0.1790
C 2.300592 1.556102 3.053988  0.6476
N 4.889727 -0.143323 0.499757  1.1654
C 6.245372 0.442734 0.556393  -0.7709
C 6.996008 -0.227783 -0.593044  -0.9452
C 5.887802 -0.571584 -1.584260  -0.5143
C 4.758094 -1.033562 -0.673244  -0.5627
N 4.728046 -1.157364 2.928296  0.0829
C 5.608129 -2.291732 2.571453  -0.2148
C 5.975433 -2.880226 3.926372  -0.8102
C 4.681181 -2.715528 4.718463  -0.7853
C 4.196637 -1.328750 4.300927  -0.0163
H 5.552460 1.988934 2.599488  0.3301
H 4.857871 1.492822 4.144553  0.2621
H 4.122218 3.919731 2.468459  0.3003
H 4.424485 3.855934 4.201971  0.3965
H 1.865267 3.699959 3.050158  -0.5144
H 2.231396 3.046845 4.639350  0.5096
H 1.473443 1.557068 2.334515  -1.1040
H 2.010458 0.884843 3.870492  0.1382
H 6.722869 0.250519 1.519614  0.4804
H 6.188722 1.525677 0.414520  0.2932
H 7.483897 -1.140029 -0.245735  0.2931
H 7.761422 0.420982 -1.013547  0.4304
H 6.180168 -1.337661 -2.299586  0.4937
H 5.588565 0.321497 -2.137782  0.1223
H 4.895659 -2.085184 -0.398618  0.3384
H 3.769257 -0.936936 -1.126967  0.1283
H 6.473907 -1.941567 2.008838  0.0373
H 5.073699 -3.033311 1.967399  0.2522
H 6.778379 -2.297439 4.381278  0.3091
H 6.302013 -3.914926 3.850055  0.4049
H 4.819064 -2.794293 5.794614  0.4050
H 3.959285 -3.473700 4.408919  0.3192
H 4.603849 -0.558073 4.959524  0.2022
H 3.105982 -1.255801 4.321929  0.0194

Cartesian forces (eV/Å) of the 6 atoms listed first:
-0.32 0.03 -0.57
0.05 -0.02 -0.02
-0.21 -0.03 0.03
-0.02 0.03 -0.05
0.04 -0.01 0.03
-0.02 0.02 -0.04

## Properties
ΔE to the lowest compared entry with this formula, charge and spin, kJ/mol: 10.6
HOMO level, eV: -13.8
E_tot, a.u.: -5037.6979
E_LUMO, eV: -4.4
Charge: +2